# C4H11NO3

2 unconnected molecules or ions with the total composition C4H11NO3 in a non-equilibrium geometry (ωB97M-V/def2-TZVPD, the OMol25 dataset).

```
! wB97M-V def2-TZVPD RIJCOSX def2/J DEFGRID3
* xyz 0 1
N -1.421 -0.352 -0.462
C -0.073 0.106 -0.700
C 0.668 1.009 0.284
O -0.078 2.229 0.260
C 0.834 -1.217 -0.871
C 0.963 -1.735 -2.334
O 0.380 -2.675 -2.620
H -2.075 0.390 -0.114
H -1.469 -1.107 0.261
H -0.134 0.505 -1.732
H 1.687 1.069 -0.133
H 0.730 0.701 1.327
H -0.447 2.408 1.057
H 1.908 -0.921 -0.504
H 0.439 -2.079 -0.263
H 1.919 -1.358 -2.742
O -1.209 1.007 2.745
H -0.554 0.891 3.482
H -2.069 1.130 3.059
*
```

Values from the calculation:
Energy above the lowest of the compared OMol25 structures with the same formula, charge and spin in eV: 3.1739
F_max in hartree/bohr: 0.1392
E_HOMO in hartree: -0.329
SMILES: N[C@@H](CO)CC=O.O
HOMO-LUMO gap in eV: 9.203

=====

# C4H11NO3

2 unconnected molecules or ions with the total composition C4H11NO3 in a non-equilibrium geometry (ωB97M-V/def2-TZVPD, the OMol25 dataset).

```
! wB97M-V def2-TZVPD RIJCOSX def2/J DEFGRID3
* xyz 0 1
C -0.292 0.187 -0.638
C -0.680 -0.802 0.350
C 1.496 1.203 1.258
C -1.193 1.227 -1.195
N 0.343 -1.745 0.691
O 0.157 0.813 1.147
O 0.799 -0.075 -1.343
O -1.544 -1.598 -0.966
H 1.242 -0.826 -0.885
H -0.916 -2.036 -1.557
H -1.558 -0.627 0.955
H -0.057 -2.675 0.730
H 0.768 -1.491 1.575
H 2.187 0.375 1.487
H 1.600 1.945 2.057
H 1.870 1.681 0.338
H -1.524 0.917 -2.185
H -0.638 2.163 -1.262
H -2.061 1.363 -0.557
*
```

Values from the calculation:
Energy above the lowest of the compared OMol25 structures with the same formula, charge and spin in eV: 4.2702
F_max in hartree/bohr: 0.0872
E_HOMO in hartree: -0.326
HOMO-LUMO gap in eV: 9.630

=====

# C4H11NO3

A molecular structure, C4H11NO3 in a non-equilibrium geometry (ωB97M-V/def2-TZVPD, the OMol25 dataset).

```
! wB97M-V def2-TZVPD RIJCOSX def2/J DEFGRID3
* xyz 0 1
C -1.236 0.450 -0.301
C 0.646 0.297 -0.845
C 1.456 -0.183 1.346
C -1.834 -0.899 -0.005
N 1.100 -0.647 0.016
O 2.769 -0.359 -0.874
O -1.814 0.993 -1.421
O -1.278 1.390 0.707
H 2.857 -1.179 -1.385
H -1.465 1.889 -1.546
H -1.392 0.954 1.564
H 0.993 1.328 -0.733
H 0.491 -0.040 -1.867
H 0.667 -0.454 2.059
H 2.348 -0.726 1.661
H 1.685 0.886 1.399
H -1.598 -1.606 -0.801
H -1.473 -1.289 0.946
H -2.923 -0.805 0.080
*
```

Values from the calculation:
Energy above the lowest of the compared OMol25 structures with the same formula, charge and spin in eV: 5.5280
F_max in hartree/bohr: 0.0981
E_HOMO (alpha / beta) in hartree: -0.305 / -0.306
HOMO-LUMO gap (alpha / beta) in eV: 8.324 / 8.329

=====

# C4H11NO3

2 unconnected molecules or ions with the total composition C4H11NO3 in a non-equilibrium geometry (ωB97M-V/def2-TZVPD, the OMol25 dataset).

```
! wB97M-V def2-TZVPD RIJCOSX def2/J DEFGRID3
* xyz 0 1
C -0.759 -1.378 1.903
C 0.586 -1.108 1.275
O 1.649 -1.488 1.617
N 0.516 -0.063 0.348
C -0.765 0.535 -0.265
C -1.194 -0.403 -1.485
O -0.348 -0.113 -2.518
H -1.178 -0.348 2.230
H -1.375 -2.066 1.384
H -0.531 -1.861 2.931
H 1.306 0.504 0.153
H -1.694 0.400 0.298
H -0.649 1.608 -0.518
H -2.187 -0.172 -1.802
H -1.052 -1.503 -1.310
H 0.446 0.415 -2.360
O 2.457 2.122 -0.475
H 2.439 2.006 -1.388
H 2.334 2.912 -0.018
*
```

Values from the calculation:
Energy above the lowest of the compared OMol25 structures with the same formula, charge and spin in eV: 2.6297
F_max in hartree/bohr: 0.0805
E_HOMO in hartree: -0.339
SMILES: CC(=O)NCCO.O
HOMO-LUMO gap in eV: 9.611